1.
# C12H16LiN6O3Se

C12H16LiN6O3Se as an isolated structure at a distorted geometry (ωB97M-V/def2-TZVPD, OMol25).

maximum force: 4.4 eV/Å
charge: -1
orbital gap: 6.7 eV
LUMO level: 2.2 eV

The geometry in XYZ format:
```
39
C12H16LiN6O3Se (ωB97M-V/def2-TZVPD)
Li 7.30094 10.78580 6.14981
N 6.56629 12.57461 5.24692
C 7.72434 13.34829 4.80418
C 8.93288 12.56329 4.25845
C 9.71296 11.94693 5.45685
O 10.79506 12.54863 5.72934
O 9.17453 10.94796 6.07216
H 5.98537 12.34628 4.43112
H 5.98973 13.19430 5.84479
H 8.09519 13.91859 5.65465
H 7.38690 14.11577 4.05881
H 9.58304 13.23045 3.69068
H 8.60108 11.73032 3.60325
N 8.10901 7.34668 6.01901
C 6.94506 7.86330 5.54516
O 6.73710 9.07291 5.69843
C 6.04862 6.93066 4.92667
C 5.02133 7.19838 4.06332
N 4.15443 7.35089 3.27527
C 6.11604 5.62338 5.30208
N 6.11143 4.48276 5.58326
H 8.30738 6.35452 5.99515
H 8.86786 8.04597 6.19429
C 10.59090 8.42543 8.80262
N 10.80246 9.86584 8.69096
C 11.99550 10.49145 8.28819
C 11.80561 11.82196 8.37550
N 10.49603 12.02700 8.73312
C 9.85841 13.32491 8.85513
C 9.86370 10.80035 8.91204
Se 8.11419 10.57781 9.34264
H 11.32446 8.01432 9.49003
H 10.79318 7.92709 7.80622
H 9.55548 8.23145 9.09555
H 12.80458 9.87026 7.98615
H 12.42996 12.62107 8.09685
H 10.35097 13.88234 9.66545
H 8.80322 13.10356 9.13776
H 9.96498 13.84289 7.90259
```

=====

2.
# C12H12N3O4RhS4

C12H12N3O4RhS4 as an isolated structure at a distorted geometry (ωB97M-V/def2-TZVPD, OMol25).

maximum force: 2.9 eV/Å
charge: 0
orbital gap (spin up / spin down): 5.0 / 5.3 eV
LUMO level (spin up / spin down): -1.8 / -1.6 eV

The geometry in XYZ format:
```
36
C12H12N3O4RhS4 (ωB97M-V/def2-TZVPD)
Rh 0.20509 0.02058 0.52565
O 0.60653 0.73238 -1.40853
N -0.10708 0.18237 -2.31676
N -0.52587 -1.00035 -2.03796
O -0.24686 -1.55190 -0.89147
C -1.28632 -1.72030 -2.96170
C -1.61584 -1.17682 -4.20068
C -2.28643 -1.96012 -5.11948
C -2.62888 -3.26999 -4.81538
C -2.34295 -3.78654 -3.56136
C -1.67381 -3.01646 -2.63064
H -1.33871 -0.16067 -4.43018
H -2.54683 -1.54686 -6.08201
H -3.11862 -3.88731 -5.55166
H -2.63847 -4.79124 -3.30083
H -1.42879 -3.39843 -1.65242
O -3.45746 -1.46130 6.09469
C -2.82303 -1.20473 5.11975
S -3.34529 -0.05952 3.86632
C -1.98783 -0.27567 2.77502
C -0.99431 -1.14526 3.19149
S 0.40124 -1.59348 2.33230
S -1.24076 -1.91516 4.75036
S -2.03902 0.56130 1.29840
C 4.44089 3.41325 1.17668
N 3.15184 3.00161 1.68797
C 2.51715 3.72260 2.77266
C 2.50912 1.96318 1.16611
O 1.41725 1.57551 1.58078
H 4.80641 4.26388 1.74659
H 4.36648 3.70864 0.12808
H 5.16810 2.60293 1.26200
H 3.16550 4.52259 3.11752
H 2.30602 3.03719 3.59571
H 1.56797 4.14105 2.43230
H 3.04358 1.47304 0.34068
```

=====

3.
# C9H22N3ORu

C9H22N3ORu as an isolated structure at a distorted geometry (ωB97M-V/def2-TZVPD, OMol25).

expectation value of S²: 6.014
multiplicity: 5
maximum force: 2.2 eV/Å
charge: +3
orbital gap (spin up / spin down): 8.6 / 7.5 eV
LUMO level (spin up / spin down): -12.6 / -14.5 eV

The geometry in XYZ format:
```
36
C9H22N3ORu (ωB97M-V/def2-TZVPD)
Ru 0.13500 0.66910 0.44350
C 2.04030 -0.85660 -0.72720
N 2.17880 0.18870 0.28670
C 3.05120 1.28160 -0.13780
C 2.54610 -0.34510 1.62900
C 1.63590 0.23550 2.72990
N 0.21980 -0.06650 2.49140
C -0.70870 0.80440 3.17920
C -0.18980 -1.45250 2.49050
H 2.93720 -1.49140 -0.78170
H 1.91150 -0.41860 -1.72350
H 1.19270 -1.53890 -0.50940
H 4.10030 0.95400 -0.16260
H 2.98430 2.12800 0.55670
H 2.80460 1.61250 -1.14890
H 3.58230 -0.07760 1.86600
H 2.49910 -1.43830 1.62650
H 1.75670 1.33520 2.77680
H 1.96450 -0.15800 3.70590
H -0.70990 0.62460 4.26440
H -1.73310 0.61960 2.83800
H -0.45180 1.86530 3.04320
H -0.25050 -1.85110 3.51630
H 0.49950 -2.09730 1.94470
H -1.19570 -1.54880 2.06430
N -3.70900 1.33540 -1.00450
C -2.42550 1.36470 -0.78910
O -1.87550 0.63230 0.08770
C -1.48060 2.24350 -1.58130
C -0.17480 2.38910 -0.84620
H -4.31430 0.69250 -0.49600
H -4.17220 1.92970 -1.68410
H -1.91230 3.24280 -1.75680
H -1.35050 1.80370 -2.57970
H -0.23400 3.07520 0.02560
H 0.64610 2.65540 -1.51380
```

=====

4.
# C2H5FIP

C2H5FIP as an isolated structure at a distorted geometry (ωB97M-V/def2-TZVPD, OMol25).

maximum force: 4.8 eV/Å
charge: 0
orbital gap: 9.1 eV
relative energy (zero: lowest compared OMol25 entry of this formula, charge and spin): 435.4 kJ/mol
LUMO level: -0.1 eV

The geometry in XYZ format:
```
10
C2H5FIP (ωB97M-V/def2-TZVPD)
C -1.20489 -0.98933 0.72589
C 0.20478 0.66010 -0.05382
F -0.50949 1.22677 -1.10960
P 1.68836 -0.10886 -0.55951
I 0.36258 2.11842 1.48069
H -1.77994 -0.42796 1.51626
H -1.91878 -1.35434 -0.00907
H -0.53502 -1.73761 1.11580
H 2.25186 1.05306 -1.26437
H 1.44055 -0.44024 -1.84227
```

=====

5.
# H26NeO13Xe

H26NeO13Xe as an isolated structure at a distorted geometry (ωB97M-V/def2-TZVPD, OMol25).

maximum force: 1.0 eV/Å
charge: 0
orbital gap: 8.8 eV
LUMO level: -0.6 eV

The geometry in XYZ format:
```
41
H26NeO13Xe (ωB97M-V/def2-TZVPD)
Ne -0.47024 -0.19546 0.02837
Xe -4.23840 0.50460 -0.49924
O -2.16818 -0.75156 2.95445
H -2.12513 -1.20995 3.79364
H -1.34364 -0.26819 2.90244
O -0.61446 1.57699 3.48353
H -1.38722 2.05331 3.17989
H 0.11705 1.98760 3.02251
O 2.83199 0.78243 -0.50154
H 2.30648 0.48591 -1.24461
H 2.85147 0.03256 0.09306
O 2.89814 -1.65976 0.99769
H 3.30224 -2.20940 0.32625
H 1.98109 -1.93371 1.01217
O -3.49143 -2.81681 0.97724
H -4.34742 -2.81853 1.40559
H -2.99491 -2.13906 1.43589
O 2.27549 3.44337 -0.82282
H 2.36056 2.49750 -0.70318
H 3.06119 3.80838 -0.41577
O -2.47431 2.74648 -2.29925
H -1.98483 3.23124 -1.63469
H -1.91358 2.00108 -2.51419
O 1.20794 -0.51643 -2.86562
H 1.03324 -1.42415 -2.61715
H 1.84455 -0.58077 -3.57754
O -1.05175 0.99450 -3.77896
H -1.08760 0.91218 -4.73194
H -0.23351 0.56383 -3.53149
O -0.85141 4.06404 -0.38645
H -0.72512 5.00945 -0.46707
H 0.03532 3.70391 -0.37117
O 0.37282 -2.42598 1.18776
H -0.00375 -2.38437 0.30874
H -0.03517 -3.19407 1.58753
O 0.57683 -2.90444 -1.76706
H 1.08206 -3.69363 -1.57174
H 0.03959 -3.14417 -2.52213
O 1.02796 -1.51433 3.72888
H 0.73753 -1.84020 2.87700
H 1.59850 -0.77440 3.52097
```

=====

6.
# C11H18IN4O

An isolated ion of composition C11H18IN4O and charge +1 at a distorted geometry (ωB97M-V/def2-TZVPD, OMol25).

maximum force: 6.6 eV/Å
charge: +1
orbital gap: 9.2 eV
LUMO level: -3.3 eV

The geometry in XYZ format:
```
35
C11H18IN4O (ωB97M-V/def2-TZVPD)
C -3.63770 0.14742 -1.93370
C -3.72258 0.25228 -0.33804
C -2.64434 -0.65122 0.44843
I -3.00271 -2.81014 0.10990
C -1.13887 -0.35511 0.05443
N -0.57429 0.09272 -1.17988
N 0.78580 0.21223 -1.19119
C 1.52198 0.63861 -2.41179
C 2.33719 2.00790 -2.26419
C 1.25839 -0.14194 0.11748
C 2.75823 -0.12832 0.63169
C 2.88105 0.59484 2.06895
N 2.00705 1.56095 2.29943
N 0.09695 -0.50547 0.84788
C -0.06314 -0.99834 2.23661
C 0.07868 -2.60907 2.17365
O 0.45137 -3.12068 1.09287
H -3.36230 -0.87992 -2.33514
H -4.65107 0.49094 -2.35542
H -2.86432 0.92289 -2.28324
H -3.54772 1.35892 -0.06248
H -4.74633 -0.03073 0.09891
H -2.86614 -0.49692 1.56883
H 2.28036 -0.18060 -2.69829
H 0.74978 0.67105 -3.26038
H 1.81800 2.79448 -1.62403
H 2.47655 2.47858 -3.30823
H 3.40863 1.77390 -1.90840
H 3.25415 -1.16832 0.64539
H 3.38170 0.52183 -0.08985
H 3.62673 0.28816 2.87049
H 2.16352 1.93115 3.25867
H -1.09487 -0.75157 2.68348
H 0.70552 -0.60723 2.97805
H -0.12525 -3.30326 3.05912
```

=====

Repeat the first record exactly.
# C12H16LiN6O3Se

C12H16LiN6O3Se as an isolated structure at a distorted geometry (ωB97M-V/def2-TZVPD, OMol25).

maximum force: 4.4 eV/Å
charge: -1
orbital gap: 6.7 eV
LUMO level: 2.2 eV

The geometry in XYZ format:
```
39
C12H16LiN6O3Se (ωB97M-V/def2-TZVPD)
Li 7.30094 10.78580 6.14981
N 6.56629 12.57461 5.24692
C 7.72434 13.34829 4.80418
C 8.93288 12.56329 4.25845
C 9.71296 11.94693 5.45685
O 10.79506 12.54863 5.72934
O 9.17453 10.94796 6.07216
H 5.98537 12.34628 4.43112
H 5.98973 13.19430 5.84479
H 8.09519 13.91859 5.65465
H 7.38690 14.11577 4.05881
H 9.58304 13.23045 3.69068
H 8.60108 11.73032 3.60325
N 8.10901 7.34668 6.01901
C 6.94506 7.86330 5.54516
O 6.73710 9.07291 5.69843
C 6.04862 6.93066 4.92667
C 5.02133 7.19838 4.06332
N 4.15443 7.35089 3.27527
C 6.11604 5.62338 5.30208
N 6.11143 4.48276 5.58326
H 8.30738 6.35452 5.99515
H 8.86786 8.04597 6.19429
C 10.59090 8.42543 8.80262
N 10.80246 9.86584 8.69096
C 11.99550 10.49145 8.28819
C 11.80561 11.82196 8.37550
N 10.49603 12.02700 8.73312
C 9.85841 13.32491 8.85513
C 9.86370 10.80035 8.91204
Se 8.11419 10.57781 9.34264
H 11.32446 8.01432 9.49003
H 10.79318 7.92709 7.80622
H 9.55548 8.23145 9.09555
H 12.80458 9.87026 7.98615
H 12.42996 12.62107 8.09685
H 10.35097 13.88234 9.66545
H 8.80322 13.10356 9.13776
H 9.96498 13.84289 7.90259
```